Here is a cluster of 2 separate species, C3H11N2O in total from the Open Molecules 2025 dataset. Energies are from the ωB97M-V functional and the def2-TZVPD basis.

Expectation value of S²   0.75
E_tot   -8312.34670 eV
HOMO energy (alpha / beta)   -3.28 / -8.60 eV
Lowest unoccupied orbital energy (alpha / beta)   0.887 / 0.758 eV
2S+1   2
Kohn-Sham gap (alpha / beta)   0.1532 / 0.3437 Eh
Energy above the lowest of the compared OMol25 structures with the same formula, charge and spin   2.6861 eV

Last columns: bonded neighbours and bond lengths (Å).
Element x y z (Å)
1 C 1.77 1.13 0.69  C2 1.527, H6 1.116, H7 1.075, H8 1.023
2 C 0.45 0.76 1.35  C1 1.527, N3 1.543, H9 1.100, H10 1.034
3 N -0.62 0.75 0.24  C2 1.543, C4 1.307, H11 1.055
4 C -1.20 -0.40 0.05  N3 1.307, N5 1.310, H12 1.168
5 N -1.87 -0.73 -1.03  C4 1.310, H13 1.058, H14 1.064
6 H 2.49 1.53 1.45  C1 1.116
7 H 2.32 0.28 0.34  C1 1.075
8 H 1.79 1.80 -0.08  C1 1.023
9 H 0.18 -0.19 1.83  C2 1.100
10 H 0.30 1.17 2.29  C2 1.034
11 H -0.61 1.55 -0.45  N3 1.055
12 H -0.99 -1.31 0.76  C4 1.168
13 H -1.89 -0.21 -1.95  N5 1.058
14 H -2.36 -1.64 -1.30  N5 1.064
15 H 0.92 -1.58 -1.77  O17 0.938
16 H 1.80 -1.03 -0.81  O17 0.903
17 O 0.92 -1.18 -0.92  H15 0.938, H16 0.903

Here is a cluster of 2 separate species, C3H11N2O in total from the Open Molecules 2025 dataset. Energies are from the ωB97M-V functional and the def2-TZVPD basis.

E_tot   -8311.65373 eV
HOMO energy   -14.15 eV
Lowest unoccupied orbital energy   -3.152 eV
Kohn-Sham gap   0.4043 Eh
Energy above the lowest of the compared OMol25 structures with the same formula, charge and spin   0.1385 eV
Charge   +1

Last columns: bonded neighbours and bond lengths (Å).
Element x y z (Å)
1 C -2.38 -1.43 0.33  N2 1.490, H6 1.083, H7 1.084, H8 1.084
2 N -1.13 -2.16 -0.05  C1 1.490, H3 1.022, H4 1.019, H5 1.046
3 H -0.87 -2.96 0.52  N2 1.022
4 H -1.15 -2.49 -1.01  N2 1.019
5 H -0.32 -1.50 0.03  N2 1.046
6 H -3.26 -1.96 -0.02  C1 1.083
7 H -2.28 -0.44 -0.08  C1 1.084
8 H -2.35 -1.27 1.40  C1 1.084
9 C -0.15 1.86 0.14  C10 1.505, H13 1.087, H14 1.090, H17 1.088
10 C 1.02 0.92 -0.03  C9 1.505, O11 1.233, N12 1.348
11 O 1.01 -0.30 0.10  C10 1.233
12 N 2.12 1.53 -0.52  C10 1.348, H15 1.008, H16 1.008
13 H -0.45 2.14 -0.87  C9 1.087
14 H 0.12 2.71 0.76  C9 1.090
15 H 2.96 0.96 -0.56  N12 1.008
16 H 2.13 2.53 -0.65  N12 1.008
17 H -1.02 1.45 0.63  C9 1.088

Here is a cluster of 2 separate species, C3H11N2O in total from the Open Molecules 2025 dataset. Energies are from the ωB97M-V functional and the def2-TZVPD basis.

E_tot   -8311.10251 eV
HOMO energy   -13.51 eV
Lowest unoccupied orbital energy   -3.678 eV
Kohn-Sham gap   0.3615 Eh
Energy above the lowest of the compared OMol25 structures with the same formula, charge and spin   0.6897 eV
Charge   +1

Last columns: bonded neighbours and bond lengths (Å).
Element x y z (Å)
1 C -3.08 -0.48 -1.65  N2 1.499, H6 1.087, H7 1.087, H8 1.084
2 N -1.71 0.13 -1.56  C1 1.499, H3 1.020, H4 1.028, H5 1.021
3 H -1.13 -0.11 -2.36  N2 1.020
4 H -1.87 1.15 -1.60  N2 1.028
5 H -1.33 0.03 -0.62  N2 1.021
6 H -3.58 -0.41 -0.69  C1 1.087
7 H -3.00 -1.54 -1.90  C1 1.087
8 H -3.68 0.06 -2.37  C1 1.084
9 C 2.03 -0.96 1.58  C10 1.504, H13 1.087, H14 1.087, H17 1.083
10 C 1.28 0.10 0.81  C9 1.504, O11 1.226, N12 1.356
11 O 1.23 0.10 -0.42  C10 1.226
12 N 0.83 1.14 1.54  C10 1.356, H15 1.005, H16 1.005
13 H 2.53 -1.63 0.88  C9 1.087
14 H 1.33 -1.50 2.22  C9 1.087
15 H 0.44 1.95 1.10  N12 1.005
16 H 0.86 1.20 2.55  N12 1.005
17 H 2.78 -0.53 2.23  C9 1.083

Here is a cluster of 2 separate species, C3H11N2O in total from the Open Molecules 2025 dataset. Energies are from the ωB97M-V functional and the def2-TZVPD basis.

Expectation value of S²   0.78
E_tot   -8295.41213 eV
HOMO energy (alpha / beta)   -19.22 / -19.09 eV
Lowest unoccupied orbital energy (alpha / beta)   -10.042 / -14.973 eV
2S+1   2
Kohn-Sham gap (alpha / beta)   0.3372 / 0.1512 Eh
Energy above the lowest of the compared OMol25 structures with the same formula, charge and spin   2.7962 eV
Charge   +2

Last columns: bonded neighbours and bond lengths (Å).
Element x y z (Å)
1 C -0.47 0.06 -1.93  C2 1.537, H6 1.096, H7 1.087, H8 1.091
2 C -1.35 0.89 -0.98  C1 1.537, N5 1.485, H9 1.094, H10 1.111
3 N 0.70 0.61 1.96  C4 1.309, H11 1.028, H12 1.031
4 C -0.13 0.25 1.01  N3 1.309, N5 1.326, H13 1.122
5 N -1.23 0.78 0.50  C2 1.485, C4 1.326, H14 1.032
6 H -0.75 -1.00 -1.86  C1 1.096
7 H 0.59 0.28 -1.80  C1 1.087
8 H -0.79 0.41 -2.91  C1 1.091
9 H -2.41 0.80 -1.20  C2 1.094
10 H -1.07 1.94 -1.23  C2 1.111
11 H 0.70 1.56 2.33  N3 1.028
12 H 1.17 -0.10 2.54  N3 1.031
13 H 0.34 -0.60 0.46  C4 1.122
14 H -1.66 1.62 0.92  N5 1.032
15 H 2.15 -2.56 1.51  O17 0.978
16 H 2.31 -2.80 0.02  O17 0.985
17 O 1.91 -2.15 0.65  H15 0.978, H16 0.985

Here is a cluster of 2 separate species, C3H11N2O in total from the Open Molecules 2025 dataset. Energies are from the ωB97M-V functional and the def2-TZVPD basis.

Expectation value of S²   0.75
E_tot   -8298.07973 eV
HOMO energy (alpha / beta)   -20.74 / -20.50 eV
Lowest unoccupied orbital energy (alpha / beta)   -7.477 / -12.636 eV
2S+1   2
Kohn-Sham gap (alpha / beta)   0.4873 / 0.2891 Eh
Energy above the lowest of the compared OMol25 structures with the same formula, charge and spin   0.1286 eV
Charge   +2

Last columns: bonded neighbours and bond lengths (Å).
Element x y z (Å)
1 C 2.96 -1.31 0.17  N2 1.517, H6 1.069, H7 1.079, H8 1.076
2 N 2.43 -0.43 -0.94  C1 1.517, H3 0.985, H4 1.030, H5 0.994
3 H 1.67 0.07 -0.56  N2 0.985
4 H 3.14 0.29 -1.14  N2 1.030
5 H 2.18 -0.99 -1.73  N2 0.994
6 H 3.42 -2.20 -0.22  C1 1.069
7 H 2.13 -1.69 0.75  C1 1.079
8 H 3.69 -0.81 0.77  C1 1.076
9 C -2.37 0.78 -0.80  C10 1.522, H13 1.075, H14 1.073, H17 1.083
10 C -2.07 0.45 0.65  C9 1.522, O11 1.229, N12 1.324
11 O -1.07 -0.20 0.97  C10 1.229
12 N -2.77 1.08 1.58  C10 1.324, H15 1.006, H16 1.003
13 H -2.02 1.79 -0.95  C9 1.075
14 H -3.42 0.65 -0.98  C9 1.073
15 H -2.41 1.09 2.52  N12 1.006
16 H -3.70 1.34 1.32  N12 1.003
17 H -1.79 0.10 -1.40  C9 1.083

Here is a cluster of 2 separate species, C3H11N2O in total from the Open Molecules 2025 dataset. Energies are from the ωB97M-V functional and the def2-TZVPD basis.

Expectation value of S²   0.76
E_tot   -8295.31409 eV
HOMO energy (alpha / beta)   -18.31 / -16.90 eV
Lowest unoccupied orbital energy (alpha / beta)   -6.957 / -15.040 eV
2S+1   2
Kohn-Sham gap (alpha / beta)   0.4171 / 0.0685 Eh
Energy above the lowest of the compared OMol25 structures with the same formula, charge and spin   2.8942 eV
Charge   +2

Last columns: bonded neighbours and bond lengths (Å).
Element x y z (Å)
1 C -1.58 1.02 0.93  C2 1.577, H6 1.094, H7 1.085, H8 1.095
2 C -0.58 -0.15 0.61  C1 1.577, N3 1.422, H9 1.174, H10 1.048
3 N 0.74 0.18 1.04  C2 1.422, C4 1.307, H11 1.039
4 C 1.13 1.30 1.60  N3 1.307, N5 1.320, H12 1.086
5 N 2.38 1.71 1.62  C4 1.320, H13 1.000, H14 1.013
6 H -1.60 1.90 0.28  C1 1.094
7 H -2.54 0.58 0.70  C1 1.085
8 H -1.77 1.28 1.98  C1 1.095
9 H -0.82 -1.20 1.09  C2 1.174
10 H -0.46 -0.31 -0.41  C2 1.048
11 H 1.44 -0.58 1.00  N3 1.039
12 H 0.32 1.66 2.23  C4 1.086
13 H 2.56 2.67 1.82  N5 1.000
14 H 3.16 1.22 1.19  N5 1.013
15 H -0.18 -3.86 -4.71  O17 0.946
16 H -1.13 -3.49 -5.89  O17 0.912
17 O -1.05 -3.91 -5.08  H15 0.946, H16 0.912

Here is a cluster of 2 separate species, C3H11N2O in total from the Open Molecules 2025 dataset. Energies are from the ωB97M-V functional and the def2-TZVPD basis.

Expectation value of S²   0.75
E_tot   -8298.12407 eV
HOMO energy (alpha / beta)   -21.39 / -21.20 eV
Lowest unoccupied orbital energy (alpha / beta)   -7.870 / -13.050 eV
2S+1   2
Kohn-Sham gap (alpha / beta)   0.4969 / 0.2996 Eh
Energy above the lowest of the compared OMol25 structures with the same formula, charge and spin   0.0842 eV
Charge   +2

Last columns: bonded neighbours and bond lengths (Å).
Element x y z (Å)
1 C -2.47 1.23 0.22  C2 1.500, H5 1.091, H6 1.094, H9 1.083
2 C -1.66 0.20 -0.49  C1 1.500, O3 1.276, N4 1.302
3 O -0.39 0.26 -0.35  C2 1.276
4 N -2.24 -0.64 -1.30  C2 1.302, H7 1.015, H8 1.013
5 H -3.22 0.80 0.89  C1 1.091
6 H -2.93 1.93 -0.48  C1 1.094
7 H -1.63 -1.24 -1.85  N4 1.015
8 H -3.25 -0.67 -1.39  N4 1.013
9 H -1.85 1.90 0.81  C1 1.083
10 C 2.69 -0.96 -0.04  N11 1.518, H15 1.083, H16 1.083, H17 1.077
11 N 2.22 -0.03 1.06  C10 1.518, H12 1.022, H13 1.023, H14 1.015
12 H 2.81 -0.10 1.89  N11 1.022
13 H 2.33 0.93 0.71  N11 1.023
14 H 1.23 -0.12 1.28  N11 1.015
15 H 1.83 -1.54 -0.37  C10 1.083
16 H 3.53 -1.56 0.29  C10 1.083
17 H 3.01 -0.38 -0.88  C10 1.077

Here is a cluster of 2 separate species, C3H11N2O in total from the Open Molecules 2025 dataset. Energies are from the ωB97M-V functional and the def2-TZVPD basis.

Expectation value of S²   0.77
E_tot   -8296.82942 eV
HOMO energy (alpha / beta)   -18.04 / -18.04 eV
Lowest unoccupied orbital energy (alpha / beta)   -8.794 / -12.573 eV
2S+1   2
Kohn-Sham gap (alpha / beta)   0.3398 / 0.2009 Eh
Energy above the lowest of the compared OMol25 structures with the same formula, charge and spin   1.3789 eV
Charge   +2

Last columns: bonded neighbours and bond lengths (Å).
Element x y z (Å)
1 C 0.36 1.07 0.27  C2 1.391, N4 1.467, H5 1.093
2 C -0.31 1.28 -0.93  C1 1.391, N3 1.303, H6 1.086
3 N -1.12 0.39 -1.43  C2 1.303, H7 1.020, H8 1.025
4 N 1.21 2.14 0.79  C1 1.467, H9 1.034, H10 1.033, H11 1.028
5 H 0.39 0.19 0.93  C1 1.093
6 H -0.22 2.19 -1.51  C2 1.086
7 H -1.37 0.49 -2.42  N3 1.020
8 H -1.09 -0.57 -1.10  N3 1.025
9 H 2.20 1.84 0.82  N4 1.034
10 H 0.95 2.37 1.77  N4 1.033
11 H 1.18 3.01 0.24  N4 1.028
12 C -0.21 -2.49 0.12  O13 1.434, H14 1.093, H15 1.087, H16 1.096
13 O -0.40 -1.75 1.33  C12 1.434, H17 0.968
14 H 0.68 -2.10 -0.39  C12 1.093
15 H 0.03 -3.54 0.32  C12 1.087
16 H -1.07 -2.42 -0.55  C12 1.096
17 H -1.20 -2.10 1.73  O13 0.968

Here is a cluster of 2 separate species, C3H11N2O2 in total from the Open Molecules 2025 dataset. Energies are from the ωB97M-V functional and the def2-TZVPD basis.

E_tot   -10357.03737 eV
HOMO energy   -14.42 eV
Lowest unoccupied orbital energy   -3.039 eV
Kohn-Sham gap   0.4183 Eh
Energy above the lowest of the compared OMol25 structures with the same formula, charge and spin   2.7148 eV
Charge   +1

Last columns: bonded neighbours and bond lengths (Å).
Element x y z (Å)
1 O -0.63 0.70 2.22  C2 1.264
2 C -1.08 0.72 1.04  O1 1.264, N3 1.386, C4 1.591
3 N -2.39 0.62 0.62  C2 1.386, H7 1.061, H8 0.934
4 C 0.09 0.67 -0.04  C2 1.591, N5 1.509, H9 1.117, H10 1.033
5 N 0.98 -0.49 0.33  C4 1.509, C6 1.583, H11 1.019, H12 1.116
6 C 2.46 0.00 0.03  N5 1.583, H13 1.170, H14 1.148, H15 1.134
7 H -3.09 0.63 1.42  N3 1.061
8 H -2.76 0.83 -0.22  N3 0.934
9 H -0.41 0.51 -1.02  C4 1.117
10 H 0.63 1.55 -0.04  C4 1.033
11 H 0.58 -1.33 -0.08  N5 1.019
12 H 0.96 -0.55 1.45  N5 1.116
13 H 2.83 0.04 -1.08  C6 1.170
14 H 3.27 -0.73 0.36  C6 1.148
15 H 2.52 1.02 0.52  C6 1.134
16 H -1.96 -0.98 -1.54  O18 0.904
17 H -0.83 -1.76 -2.43  O18 0.982
18 O -1.18 -1.44 -1.56  H16 0.904, H17 0.982

Here is a cluster of 2 separate species, C3H11N2O2 in total from the Open Molecules 2025 dataset. Energies are from the ωB97M-V functional and the def2-TZVPD basis.

E_tot   -10359.41169 eV
HOMO energy   -14.39 eV
Lowest unoccupied orbital energy   -2.849 eV
Kohn-Sham gap   0.4240 Eh
Energy above the lowest of the compared OMol25 structures with the same formula, charge and spin   0.3405 eV
Charge   +1

Last columns: bonded neighbours and bond lengths (Å).
Element x y z (Å)
1 C -2.30 1.00 2.06  N2 1.495, H4 1.080, H5 1.089, H6 1.085
2 N -1.12 0.84 1.16  C1 1.495, C3 1.494, H7 1.025, H8 1.022
3 C -0.50 2.13 0.72  N2 1.494, H9 1.084, H10 1.086, H11 1.089
4 H -2.69 0.02 2.29  C1 1.080
5 H -1.97 1.49 2.98  C1 1.089
6 H -3.04 1.61 1.56  C1 1.085
7 H -1.36 0.27 0.34  N2 1.025
8 H -0.41 0.28 1.63  N2 1.022
9 H -1.25 2.70 0.18  C3 1.084
10 H 0.33 1.89 0.06  C3 1.086
11 H -0.15 2.66 1.60  C3 1.089
12 N 2.00 -2.03 -1.22  C13 1.349, H16 1.005, H17 1.006
13 C 1.01 -1.13 -1.03  N12 1.349, O14 1.357, O15 1.213
14 O 1.06 0.01 -1.77  C13 1.357, H18 0.966
15 O 0.12 -1.27 -0.22  C13 1.213
16 H 2.63 -2.00 -2.00  N12 1.005
17 H 1.93 -2.91 -0.74  N12 1.006
18 H 1.87 0.05 -2.29  O14 0.966

Here is a cluster of 2 separate species, C3H11N2OPS in total from the Open Molecules 2025 dataset. Energies are from the ωB97M-V functional and the def2-TZVPD basis.

E_tot   -28440.47517 eV
HOMO energy   -8.42 eV
Lowest unoccupied orbital energy   0.855 eV
Kohn-Sham gap   0.3409 Eh
Energy above the lowest of the compared OMol25 structures with the same formula, charge and spin   1.6998 eV

Last columns: bonded neighbours and bond lengths (Å).
Element x y z (Å)
1 C 1.96 -0.16 -2.17  N2 1.498, H7 1.010, H8 1.163, H9 1.031
2 N 1.06 -0.67 -1.08  C1 1.498, C3 1.470, P4 1.674
3 C 1.41 -1.72 -0.11  N2 1.470, H10 1.101, H11 1.039, H12 1.110
4 P 0.21 0.68 -0.56  N2 1.674, O5 1.643, S6 2.194
5 O -1.17 -0.03 -0.03  P4 1.643, H13 0.997
6 S 1.22 0.93 1.37  P4 2.194, H14 1.291
7 H 2.85 0.21 -1.88  C1 1.010
8 H 2.28 -1.03 -2.86  C1 1.163
9 H 1.34 0.47 -2.70  C1 1.031
10 H 0.45 -2.06 0.30  C3 1.101
11 H 1.97 -2.41 -0.65  C3 1.039
12 H 2.04 -1.33 0.71  C3 1.110
13 H -1.97 0.52 0.20  O5 0.997
14 H 1.05 2.21 1.25  S6 1.291
15 C -3.97 2.37 -0.77  N16 1.255, H17 1.082, H18 1.092
16 N -3.69 1.61 0.19  C15 1.255, H19 1.059
17 H -4.87 2.96 -0.68  C15 1.082
18 H -3.42 2.26 -1.71  C15 1.092
19 H -4.36 1.69 1.01  N16 1.059

Here is a cluster of 2 separate species, C3H11N2S in total from the Open Molecules 2025 dataset. Energies are from the ωB97M-V functional and the def2-TZVPD basis.

E_tot   -17095.52274 eV
HOMO energy   -13.85 eV
Lowest unoccupied orbital energy   -3.477 eV
Kohn-Sham gap   0.3813 Eh
Energy above the lowest of the compared OMol25 structures with the same formula, charge and spin   3.4906 eV
Charge   +1

Last columns: bonded neighbours and bond lengths (Å).
Element x y z (Å)
1 C 0.89 -1.06 -0.54  N5 1.479, H7 1.099, H8 1.152, H9 1.174
2 C -1.36 -0.30 -1.23  N5 1.586, H10 1.045, H11 1.090, H12 1.042
3 C 0.05 0.94 0.60  N4 1.349, N5 1.528, S6 1.823
4 N 0.10 0.20 1.73  C3 1.349, H14 1.095, H15 1.043
5 N 0.07 0.17 -0.71  C1 1.479, C2 1.586, C3 1.528, H16 1.048
6 S 1.43 2.14 0.70  C3 1.823, H17 1.389
7 H 1.75 -0.83 0.11  C1 1.099
8 H 0.32 -1.89 0.02  C1 1.152
9 H 1.23 -1.55 -1.55  C1 1.174
10 H -1.64 -1.11 -0.63  C2 1.045
11 H -2.12 0.48 -1.28  C2 1.090
12 H -1.05 -0.67 -2.16  C2 1.042
13 H -1.16 1.92 0.41  no bonds
14 H -0.69 -0.51 1.97  N4 1.095
15 H 0.43 0.70 2.58  N4 1.043
16 H 0.61 0.77 -1.38  N5 1.048
17 H 0.58 3.22 0.53  S6 1.389

Question: What is the energy above the lowest of the compared OMol25 structures with the same formula, charge and spin in the ninth record?
Answer: 2.7148 eV

Question: Which of these has the highest energy above the lowest of the compared OMol25 structures with the same formula, charge and spin?
Answer: C3H11N2S

Question: energy above the lowest of the compared OMol25 structures with the same formula, charge and spin of number 5 (C3H11N2O)?
Answer: 0.1286 eV